Formula: C12H12Cl2CoN3S3
Source: the OMol25 dataset
Level of theory: ωB97M-V/def2-TZVPD

Each line ends with the Löwdin spin population.
Atoms and positions in Å:
Co (-0.3756, 0.6076, 0.0506)  2.5782
Cl (-1.4380, -1.4704, -0.6650)  0.0472
Cl (-0.1952, -1.0261, 1.9475)  0.0401
S (-3.5821, 3.0141, -1.2667)  0.0030
S (-4.0487, 5.0127, -3.3949)  0.0041
S (-1.7548, 2.0004, 0.9669)  0.2135
N (-2.0342, 4.9617, -1.5294)  0.0100
N (-1.4600, 4.2077, -0.5312)  0.0266
N (1.4173, 1.0205, -0.7176)  0.0335
C (0.0666, 6.1361, -1.8808)  0.0006
C (0.0868, 8.4487, -2.5496)  0.0007
C (-1.3195, 6.1567, -1.8948)  0.0003
C (4.2753, 2.4348, -1.9846)  0.0008
C (-1.3240, -2.0653, 1.0302)  0.0004
C (0.7661, 7.2856, -2.2087)  -0.0001
C (2.4747, 0.9569, -1.1528)  0.0118
C (-2.0120, 7.3101, -2.2146)  0.0007
C (3.8243, 0.9898, -1.7289)  0.0009
C (-1.2979, 8.4540, -2.5452)  -0.0001
C (-3.1900, 4.4916, -2.1108)  0.0018
C (-2.1785, 3.1759, -0.2918)  0.0247
H (3.6257, 2.9265, -2.7060)  0.0000
H (0.6349, 9.3446, -2.8077)  0.0000
H (-0.9354, -3.0749, 1.0042)  0.0008
H (0.5904, 5.2315, -1.6026)  0.0000
H (1.8483, 7.2715, -2.1962)  0.0000
H (4.2821, 3.0124, -1.0624)  0.0000
H (-1.8408, 9.3562, -2.7941)  0.0000
H (4.4865, 0.4734, -1.0333)  0.0001
H (3.7965, 0.4020, -2.6470)  0.0000
H (-2.3077, -1.9911, 1.4762)  0.0003
H (5.2853, 2.4090, -2.3866)  0.0001
H (-3.0899, 7.3228, -2.2050)  0.0000

As for the expectation value of S²: 3.76. Its net charge is +1. The energy relative to the best compared isomer or geometry (same formula, charge and spin) is 0.0 kJ/mol. The total energy is -112279.6006 eV. The calculation puts the frontier orbital gap (alpha / beta) at 6.862 / 5.518 eV. As for the spin multiplicity: 4.